{"formula": "C11H19Br8FO3", "method": "the ωB97M-V functional and the def2-TZVPD basis", "elements": ["Br", "C", "C", "Br", "H", "H", "H", "H", "Br", "C", "C", "Br", "H", "H", "H", "H", "Br", "C", "C", "Br", "H", "H", "H", "H", "Br", "C", "C", "Br", "H", "H", "H", "H", "C", "C", "O", "C", "O", "O", "F", "H", "H", "H"], "positions_angstrom": [[-1.0192, -1.1465, -6.8959], [-0.3513, -1.3445, -5.1220], [0.5810, -2.4726, -4.9898], [-0.2238, -4.2439, -5.0483], [-1.2483, -1.4242, -4.4315], [0.2427, -0.4802, -4.9363], [1.1319, -2.4279, -4.0483], [1.3066, -2.5060, -5.7488], [3.6239, 3.6194, 6.5528], [2.9764, 2.0375, 5.6961], [3.6446, 0.7658, 6.1080], [5.5830, 0.8275, 5.9025], [2.9362, 2.2296, 4.5916], [1.9226, 1.9409, 5.9388], [3.2589, -0.0163, 5.4867], [3.4656, 0.4792, 7.1370], [1.1509, 3.1045, -1.1047], [0.0941, 2.8903, -2.7417], [-1.2295, 2.2337, -2.4440], [-2.1641, 1.5073, -3.9262], [0.6302, 2.3873, -3.5731], [-0.1328, 3.8734, -3.2070], [-1.9092, 2.8525, -1.8997], [-1.1671, 1.3499, -1.7874], [2.7459, -0.6044, 2.4880], [1.3189, -0.5734, 1.2099], [1.8289, -1.1905, -0.1347], [0.3794, -0.9173, -1.3946], [1.0046, 0.4441, 1.0342], [0.4311, -1.0581, 1.6075], [2.0853, -2.2657, -0.1244], [2.5631, -0.5146, -0.5717], [-4.3713, -1.4012, 0.7030], [-2.9442, -1.0458, 0.2680], [-2.3126, -0.6388, 1.4820], [-3.2997, -0.3187, 2.3752], [-3.1678, 0.2490, 3.4433], [-4.4791, -0.8451, 2.0443], [-2.8736, -0.0376, -0.6287], [-4.5251, -2.4863, 0.8057], [-5.1171, -0.9519, 0.0229], [-2.3701, -1.8806, -0.1389]], "nbo_charge": [0.01, -0.48, -0.44, -0.03, 0.24, 0.23, 0.23, 0.22, 0.02, -0.48, -0.44, -0.02, 0.23, 0.23, 0.23, 0.23, 0.01, -0.46, -0.49, 0.02, 0.23, 0.23, 0.23, 0.24, 0.01, -0.47, -0.43, -0.04, 0.23, 0.23, 0.24, 0.23, -0.14, 0.43, -0.49, 0.96, -0.57, -0.47, -0.33, 0.21, 0.22, 0.18], "lumo_energy_ev": 0.112, "e_above_lowest_ev": 0.000, "smiles": "O=C1OC[C@@H](F)O1.BrCCBr.BrCCBr.BrCCBr.BrCCBr", "homo_ev": -9.94, "spin_multiplicity": 1, "energy_ha": -21348.23748}